(1)
The following is a quantum chemistry calculation of C49H40F2N6PPd as an isolated structure, from the Open Molecules 2025 dataset.

The geometry in ORCA input format:
```
! wB97M-V def2-TZVPD RIJCOSX def2/J DEFGRID3
* xyz -1 1
Pd 0.023 0.032 0.969
C -1.367 -2.610 -4.293
N -1.404 -2.388 -2.864
C -0.778 -1.381 -2.169
N -0.907 -1.545 -0.876
C -1.621 -2.699 -0.694
C -1.937 -3.242 -1.928
C -2.632 -4.483 -2.282
C -2.187 -5.702 -1.765
C -2.847 -6.879 -2.071
C -3.964 -6.866 -2.897
C -4.409 -5.660 -3.421
C -3.748 -4.480 -3.121
C -2.002 -3.194 0.636
C -3.219 -3.846 0.845
C -3.570 -4.292 2.109
C -2.707 -4.095 3.180
C -1.497 -3.446 2.980
C -1.139 -2.996 1.716
P 0.002 0.018 -3.032
C -0.812 1.392 -2.167
N -0.911 1.578 -0.872
C -1.616 2.739 -0.695
C -1.945 3.269 -1.932
N -1.421 2.407 -2.864
C -1.614 2.479 -4.296
C -2.716 4.461 -2.291
C -2.179 5.451 -3.117
C -2.907 6.590 -3.423
C -4.188 6.758 -2.915
C -4.735 5.773 -2.103
C -4.009 4.637 -1.791
C -1.917 3.307 0.627
C -1.936 4.689 0.825
C -2.220 5.215 2.075
C -2.496 4.367 3.139
C -2.478 2.993 2.948
C -2.189 2.459 1.700
C 1.604 0.045 -2.174
N 1.805 0.029 -0.876
C 3.167 0.102 -0.691
C 3.789 0.159 -1.927
N 2.786 0.120 -2.863
C 2.945 0.265 -4.293
C 5.207 0.281 -2.280
C 5.960 1.345 -1.779
C 7.306 1.456 -2.080
C 7.928 0.509 -2.884
C 7.185 -0.546 -3.394
C 5.836 -0.658 -3.098
C 3.823 0.072 0.626
C 3.237 0.706 1.722
C 3.876 0.684 2.954
C 5.094 0.041 3.106
C 5.677 -0.602 2.021
C 5.047 -0.583 0.788
H -0.433 -2.229 -4.698
H -1.436 -3.677 -4.495
H -2.192 -2.109 -4.806
H -1.322 -5.707 -1.113
H -2.488 -7.817 -1.666
H -4.484 -7.787 -3.125
H -5.285 -5.641 -4.058
H -4.111 -3.537 -3.513
H -3.903 -3.989 0.017
H -4.526 -4.780 2.259
H -2.982 -4.448 4.167
H -0.821 -3.276 3.809
H -0.199 -2.472 1.557
H -2.484 3.095 -4.512
H -0.749 2.914 -4.804
H -1.775 1.480 -4.695
H -1.170 5.330 -3.495
H -2.470 7.358 -4.049
H -4.753 7.651 -3.148
H -5.738 5.894 -1.713
H -4.429 3.873 -1.150
H -1.710 5.356 0.002
H -2.209 6.289 2.222
H -2.714 4.778 4.117
H -2.673 2.329 3.779
H -2.140 1.383 1.549
H 3.905 0.732 -4.503
H 2.909 -0.699 -4.807
H 2.150 0.893 -4.690
H 5.475 2.074 -1.142
H 7.879 2.287 -1.686
H 8.984 0.591 -3.106
H 7.667 -1.294 -4.013
H 5.262 -1.495 -3.478
H 2.268 1.196 1.606
H 3.400 1.159 3.801
H 5.590 0.029 4.070
H 6.612 -1.139 2.137
H 5.495 -1.098 -0.054
F 0.323 1.186 3.730
C -0.111 -0.019 3.077
F 0.739 -1.009 3.686
H -1.089 -0.221 3.561
*
```

Values from the calculation:
HOMO energy (Eh): -0.0463



(2)
The following is a quantum chemistry calculation of C49H41IrP2SiTe as an isolated structure, from the Open Molecules 2025 dataset.

The geometry in ORCA input format:
```
! wB97M-V def2-TZVPD RIJCOSX def2/J DEFGRID3
* xyz 2 1
Ir -0.085 0.302 0.114
C 0.302 -3.351 0.173
Si -0.266 -1.860 1.096
C 0.734 -1.763 2.657
C 0.839 -2.869 3.515
C 1.767 -2.882 4.549
C 2.639 -1.809 4.716
C 2.549 -0.710 3.876
C 1.582 -0.683 2.868
P 1.415 0.800 1.860
C 0.791 2.130 2.898
C 0.624 2.000 4.274
C 0.175 3.085 5.018
C -0.108 4.293 4.396
C 0.049 4.422 3.020
C 0.487 3.340 2.272
C 3.113 1.235 1.449
C 3.899 0.255 0.844
C 5.217 0.524 0.514
C 5.752 1.780 0.783
C 4.973 2.757 1.383
C 3.650 2.491 1.716
C -2.091 -2.129 1.368
C -2.595 -2.861 2.445
C -3.942 -3.210 2.494
C -4.799 -2.840 1.465
C -4.321 -2.083 0.402
C -2.981 -1.707 0.381
P -2.330 -0.570 -0.857
C -3.633 -0.245 -2.056
C -4.482 0.859 -1.948
C -5.436 1.086 -2.931
C -5.526 0.236 -4.028
C -4.687 -0.867 -4.130
C -3.738 -1.107 -3.149
C -2.260 0.997 0.063
C -2.679 1.170 1.398
C -2.718 2.442 1.967
C -2.320 3.546 1.233
C -1.879 3.398 -0.086
C -1.859 2.146 -0.668
H 0.061 -4.220 0.801
H 1.382 -3.357 -0.017
H -0.230 -3.464 -0.780
H 0.199 -3.737 3.374
H 1.826 -3.738 5.212
H 3.392 -1.834 5.496
H 3.239 0.122 3.996
H 0.842 1.063 4.772
H 0.055 2.985 6.091
H -0.448 5.138 4.984
H -0.167 5.369 2.534
H 0.612 3.439 1.197
H 3.481 -0.724 0.657
H 5.826 -0.245 0.054
H 6.784 1.994 0.530
H 5.397 3.731 1.603
H 3.050 3.258 2.192
H -1.940 -3.179 3.250
H -4.319 -3.786 3.331
H -5.844 -3.123 1.499
H -4.992 -1.777 -0.393
H -4.427 1.522 -1.093
H -6.114 1.927 -2.839
H -6.255 0.435 -4.806
H -4.768 -1.534 -4.981
H -3.086 -1.973 -3.221
H -3.007 0.310 1.971
H -3.078 2.565 2.983
H -2.359 4.532 1.682
H -1.573 4.266 -0.661
H -1.654 2.051 -1.729
Te 1.221 1.016 -2.158
C 0.157 -0.034 -3.651
C 0.070 -1.421 -3.620
C -0.489 -2.086 -4.700
C -0.975 -1.368 -5.793
C -0.910 0.016 -5.801
C -0.330 0.693 -4.730
C 2.942 -0.171 -2.375
C 2.982 -1.464 -1.867
C 4.096 -2.254 -2.114
C 5.165 -1.743 -2.846
C 5.124 -0.441 -3.330
C 4.005 0.353 -3.101
H 0.447 -1.984 -2.775
H -0.535 -3.171 -4.697
H -1.396 -1.894 -6.643
H -1.287 0.576 -6.649
H -0.246 1.774 -4.758
H 2.162 -1.846 -1.273
H 4.131 -3.270 -1.736
H 6.033 -2.363 -3.039
H 5.960 -0.042 -3.894
H 3.968 1.363 -3.495
*
```

Values from the calculation:
HOMO energy (spin up / spin down) (Eh): -0.4847 / -0.4863
ΔE to the lowest compared entry with this formula, charge and spin (eV): 1.577



(3)
The following is a quantum chemistry calculation of C49H42BrF4INO4PSTeTi as an isolated structure, from the Open Molecules 2025 dataset.

The geometry in ORCA input format:
```
! wB97M-V def2-TZVPD RIJCOSX def2/J DEFGRID3
* xyz -1 4
Ti 0.132 0.410 -0.289
F 2.683 -1.236 6.373
C 1.866 -0.757 5.436
C 0.580 -0.422 5.760
F 0.157 -0.558 7.018
C -0.272 0.057 4.771
F -1.510 0.359 5.173
C 0.133 0.211 3.463
P -1.102 0.410 2.047
C -2.291 -0.870 2.635
C -1.755 -2.146 2.818
C -2.547 -3.204 3.239
C -3.901 -2.999 3.479
C -4.439 -1.732 3.313
C -3.638 -0.669 2.903
C -1.947 1.981 2.455
C -3.031 2.349 1.656
C -3.634 3.591 1.806
C -3.143 4.495 2.742
C -2.053 4.147 3.525
C -1.460 2.897 3.380
C 1.428 -0.120 3.180
Br 2.148 0.164 1.432
C 2.306 -0.578 4.148
F 3.584 -0.849 3.868
H -0.700 -2.309 2.632
H -2.109 -4.189 3.371
H -4.532 -3.824 3.790
H -5.493 -1.560 3.503
H -4.076 0.316 2.811
H -3.389 1.667 0.890
H -4.475 3.859 1.178
H -3.596 5.475 2.842
H -1.652 4.852 4.246
H -0.596 2.647 3.986
C 0.559 -3.420 -7.210
C 0.465 -2.356 -6.142
C 1.025 -1.098 -6.332
C 0.924 -0.113 -5.357
C 0.250 -0.398 -4.182
C -0.319 -1.647 -3.967
C -0.201 -2.618 -4.949
S 0.221 0.811 -2.907
O -0.997 0.578 -2.110
O 0.330 2.091 -3.536
O 1.346 0.443 -1.995
H 1.200 -3.101 -8.033
H -0.429 -3.645 -7.619
H 0.963 -4.350 -6.803
H 1.559 -0.885 -7.254
H 1.363 0.868 -5.495
H -0.836 -1.868 -3.043
H -0.626 -3.601 -4.772
C 4.947 -7.137 -4.204
C 4.137 -6.087 -3.485
C 4.286 -4.738 -3.774
C 3.559 -3.758 -3.097
C 3.769 -2.307 -3.496
C 2.667 -4.140 -2.080
Te 1.711 -2.457 -1.030
N -0.261 -1.560 -0.111
C -1.143 -2.447 -0.588
O -0.869 -3.560 -1.142
C -2.644 -2.213 -0.445
C -3.259 -0.981 -0.639
C -4.643 -0.859 -0.550
C -5.429 -1.961 -0.240
C -4.820 -3.197 -0.037
C -3.442 -3.321 -0.155
C 2.050 -3.411 0.826
C 0.961 -3.834 1.578
C 1.140 -4.400 2.833
C 2.425 -4.549 3.340
C 3.510 -4.137 2.581
C 3.350 -3.559 1.319
C 4.580 -3.138 0.548
C 2.443 -5.505 -1.829
C 1.389 -6.017 -0.867
C 3.200 -6.448 -2.526
H 5.630 -6.683 -4.924
H 4.303 -7.835 -4.745
H 5.542 -7.725 -3.500
H 4.984 -4.433 -4.552
H 4.413 -2.243 -4.374
H 4.228 -1.724 -2.694
H 2.826 -1.814 -3.742
H -2.665 -0.119 -0.896
H -5.108 0.105 -0.733
H -6.505 -1.859 -0.152
H -5.421 -4.068 0.201
H -2.960 -4.285 -0.036
H -0.032 -3.744 1.158
H 0.281 -4.728 3.408
H 2.583 -4.983 4.322
H 4.515 -4.244 2.980
H 5.430 -3.016 1.223
H 4.419 -2.193 0.026
H 4.841 -3.883 -0.210
H 0.517 -5.361 -0.851
H 1.773 -6.083 0.155
H 1.069 -7.017 -1.168
H 3.035 -7.505 -2.316
I 2.061 3.327 -0.392
C 0.029 2.588 -0.011
H -0.534 3.055 -0.826
H -0.222 3.152 0.881
*
```

Values from the calculation:
HOMO energy (spin up / spin down) (Eh): -0.1148 / -0.1789
ΔE to the lowest compared entry with this formula, charge and spin (eV): 0.000



(4)
The following is a quantum chemistry calculation of C49H42Cl2N5O5PSTi as an isolated structure, from the Open Molecules 2025 dataset.

The geometry in ORCA input format:
```
! wB97M-V def2-TZVPD RIJCOSX def2/J DEFGRID3
* xyz 0 3
Ti -1.251 0.283 1.356
O 1.280 3.073 -0.017
S 0.847 2.909 1.328
O 1.116 4.060 2.251
N -0.622 2.384 1.419
C -1.647 3.278 1.843
C -1.614 4.642 1.675
C -2.582 5.482 2.279
C -3.694 4.941 2.879
C -3.824 3.560 2.873
C -5.038 2.959 3.339
C -5.107 1.579 3.180
C -4.087 0.824 2.670
N -2.939 1.331 2.196
C -2.796 2.690 2.335
C 1.858 1.658 2.105
C 2.961 1.113 1.432
C 3.811 0.262 2.122
C 3.448 -0.192 3.367
C 2.327 0.225 4.068
C 1.595 1.215 3.392
H -0.738 5.143 1.318
H -2.260 6.496 2.260
H -4.476 5.549 3.361
H -5.872 3.568 3.641
H -6.034 1.033 3.421
H -4.307 -0.240 2.689
H 3.276 1.479 0.486
H 4.757 -0.050 1.687
H 3.985 -0.927 3.847
H 1.954 -0.305 4.991
H 0.635 1.517 3.852
Cl -2.889 -5.458 5.802
C -2.406 -3.921 5.013
C -1.648 -2.952 5.600
C -1.210 -1.691 4.821
Cl -0.691 -0.499 5.828
C -1.389 -1.654 3.454
O -0.875 -0.572 2.830
C -2.190 -2.744 2.741
C -2.391 -2.625 1.341
O -1.983 -1.470 0.705
C -2.592 -3.722 3.668
H -1.447 -2.667 6.600
H -2.465 -3.635 1.036
H -2.794 -4.594 3.124
C 0.995 3.320 -5.503
C 1.328 1.988 -4.856
C 0.282 0.919 -5.216
C 1.514 2.243 -3.322
C 2.777 3.086 -3.033
O 3.683 1.982 -2.734
C 2.922 0.896 -2.384
N 1.685 0.963 -2.657
C 3.666 -0.241 -1.885
C 5.035 -0.208 -1.904
C 5.750 -1.255 -1.285
C 5.135 -2.439 -0.836
C 3.707 -2.465 -0.931
C 2.972 -1.358 -1.341
P 1.194 -1.177 -0.847
C 1.044 -2.679 0.188
C 0.792 -3.920 -0.405
C 0.731 -5.018 0.410
C 0.809 -4.912 1.782
C 1.009 -3.679 2.360
C 1.150 -2.538 1.532
C 0.358 -1.758 -2.336
C -1.053 -1.911 -2.182
C -1.806 -2.507 -3.164
C -1.206 -2.882 -4.345
C 0.178 -2.725 -4.543
C 0.985 -2.202 -3.488
H 1.313 3.339 -6.562
H 1.428 4.216 -5.010
H -0.068 3.493 -5.529
H 2.286 1.583 -5.245
H -0.785 1.238 -5.236
H 0.344 0.072 -4.569
H 0.421 0.536 -6.223
H 0.605 2.655 -2.962
H 2.600 3.774 -2.171
H 3.142 3.553 -3.934
H 5.593 0.675 -2.178
H 6.853 -1.206 -1.191
H 5.703 -3.315 -0.578
H 3.230 -3.266 -0.445
H 0.852 -4.058 -1.454
H 0.693 -6.027 -0.005
H 0.716 -5.886 2.301
H 0.999 -3.617 3.512
H 1.292 -1.484 1.930
H -1.444 -1.663 -1.243
H -2.842 -2.625 -3.004
H -1.959 -3.190 -5.074
H 0.632 -2.785 -5.489
H 2.088 -2.173 -3.715
N -3.937 1.364 -2.003
C -2.864 2.196 -2.371
C -1.882 1.889 -1.476
N -2.355 0.926 -0.588
C -3.561 0.606 -1.013
H -4.845 1.386 -2.501
H -2.905 2.855 -3.245
H -0.870 2.369 -1.338
H -4.102 -0.287 -0.675
*
```

Values from the calculation:
HOMO energy (spin up / spin down) (Eh): -0.2310 / -0.2993